Record 1
CH6N2 | ωB97M-V/def2-TZVPD

Each line ends with the Mulliken charge.
Cartesian coordinates (Å):
C1 3.054 -1.579 -3.215  -0.303
N1 2.830 -2.695 -3.720  -0.457
H1 2.937 -1.597 -2.201  0.287
H2 3.349 -0.820 -3.868  0.244
H3 3.298 -2.890 -4.624  0.229
N2 -4.100 2.508 4.412  -0.650
H4 -4.235 1.606 3.925  0.219
H5 -3.363 2.979 3.900  0.213
H6 -3.770 2.487 5.391  0.218

Results
- Relative energy (zero: lowest compared OMol25 entry of this formula, charge and spin): 1.380 eV
- E: -151.14828 Ha
- Orbital gap: 10.97 eV
- HOMO energy: -9.70 eV
- SMILES string: C=N.N
- Net charge: 0
- LUMO energy: 1.27 eV

Record 2
CH6N2 | ωB97M-V/def2-TZVPD

Each line ends with the Mulliken charge.
Cartesian coordinates (Å):
C1 0.277 -1.444 0.538  -0.270
N1 0.870 -2.445 0.022  -0.495
H1 -0.795 -1.287 0.437  0.263
H2 0.830 -0.752 1.176  0.233
H3 1.859 -2.206 -0.075  0.259
N2 -0.613 1.931 -0.347  -0.637
H4 -0.031 2.404 -1.022  0.210
H5 -1.147 1.201 -0.795  0.220
H6 -1.250 2.599 0.065  0.217

Results
- Relative energy (zero: lowest compared OMol25 entry of this formula, charge and spin): 0.923 eV
- E: -151.16506 Ha
- Orbital gap: 10.79 eV
- HOMO energy: -9.76 eV
- SMILES string: C=N.N
- Net charge: 0
- LUMO energy: 1.03 eV

Record 3
CH6N2 | ωB97M-V/def2-TZVPD

Each line ends with the Mulliken charge.
Cartesian coordinates (Å):
H1 -1.428 0.918 0.395  0.211
N1 -2.197 0.675 -0.138  -0.223
N2 -2.414 -0.569 -0.157  -0.190
H2 -1.673 -1.040 0.375  0.208
C1 1.564 -0.011 -0.148  -0.930
H3 1.249 1.053 -0.311  0.239
H4 2.700 -0.097 0.235  0.236
H5 1.252 -0.598 -0.957  0.279
H6 0.946 -0.331 0.707  0.170

Results
- Relative energy (zero: lowest compared OMol25 entry of this formula, charge and spin): 2.224 eV
- E: -151.11724 Ha
- Orbital gap: 10.50 eV
- HOMO energy: -9.91 eV
- SMILES string: [H]/N=N\[H].C
- Net charge: 0
- LUMO energy: 0.59 eV

Record 4
CH6N2 | ωB97M-V/def2-TZVPD

Each line ends with the Mulliken charge.
Cartesian coordinates (Å):
C1 0.666 0.552 -1.407  -0.250
N1 1.392 1.599 -1.535  -0.494
H1 0.911 -0.364 -1.944  0.267
H2 -0.218 0.702 -0.796  0.208
H3 1.300 2.137 -0.675  0.248
N2 -1.099 -1.074 1.869  -0.684
H4 -0.553 -1.928 1.878  0.229
H5 -1.819 -1.294 1.185  0.243
H6 -0.579 -0.330 1.425  0.233

Results
- Relative energy (zero: lowest compared OMol25 entry of this formula, charge and spin): 1.211 eV
- E: -151.15448 Ha
- Orbital gap: 10.78 eV
- HOMO energy: -9.96 eV
- SMILES string: C=N.N
- Net charge: 0
- LUMO energy: 0.82 eV

Record 5
CH6N2O | ωB97M-V/def2-TZVPD

Each line ends with the Mulliken charge.
Cartesian coordinates (Å):
O1 0.253 -0.858 -3.134  -1.052
H1 -0.238 -1.004 -3.989  0.172
N1 -0.884 1.001 1.155  -0.367
C1 0.272 0.237 1.299  0.155
N2 0.782 -0.530 0.229  -0.329
H2 -1.500 1.077 0.354  0.296
H3 -1.334 1.348 2.121  0.302
H4 0.783 0.188 2.241  0.330
H5 0.936 -1.521 0.366  0.237
H6 0.929 0.062 -0.641  0.256

Results
- Relative energy (zero: lowest compared OMol25 entry of this formula, charge and spin): 5.649 eV
- E: -226.25993 Ha
- Orbital gap: 3.57 eV
- HOMO energy: -5.55 eV
- Net charge: 0
- LUMO energy: -1.98 eV

Record 6
CH6N2O | ωB97M-V/def2-TZVPD

Each line ends with the Mulliken charge.
Cartesian coordinates (Å):
H1 2.163 0.171 -0.111  0.216
N1 1.191 0.130 -0.402  -0.665
C1 0.561 0.973 0.331  0.178
N2 -0.796 1.178 0.187  -0.431
H2 0.935 1.255 1.321  0.287
H3 -1.232 0.364 -0.202  0.171
H4 -1.251 1.637 0.947  0.247
O1 -0.527 -2.257 -0.593  -0.668
H5 -1.283 -1.777 -0.850  0.292
H6 0.240 -1.675 -0.627  0.374

Results
- Relative energy (zero: lowest compared OMol25 entry of this formula, charge and spin): 0.880 eV
- E: -226.43522 Ha
- Orbital gap: 10.80 eV
- HOMO energy: -9.98 eV
- SMILES string: [H]/N=C/N.O
- Net charge: 0
- LUMO energy: 0.83 eV

Record 7
CH6N2O | ωB97M-V/def2-TZVPD

Each line ends with the Mulliken charge.
Cartesian coordinates (Å):
N1 -1.781 1.339 0.149  -0.876
H1 -2.609 1.584 0.683  0.243
H2 -0.941 1.563 0.686  0.263
H3 -1.717 1.905 -0.685  0.276
C1 0.927 -0.884 -0.114  0.321
N2 -0.162 -0.702 -0.785  -0.229
O1 1.549 -0.200 0.698  -0.101
H4 1.348 -1.891 -0.267  0.333
H5 -0.514 -1.529 -1.245  0.316
H6 -1.001 -0.077 -0.528  0.454

Results
- Relative energy (zero: lowest compared OMol25 entry of this formula, charge and spin): 0.000 eV
- E: -226.10698 Ha
- Orbital gap (spin up / spin down): 11.23 / 6.17 eV
- HOMO energy (spin up / spin down): -15.65 / -15.60 eV
- Multiplicity: 2
- Net charge: +1
- LUMO energy (spin up / spin down): -4.42 / -9.44 eV

Record 8
CH6N2O2 | ωB97M-V/def2-TZVPD

Each line ends with the Mulliken charge.
Cartesian coordinates (Å):
C1 -0.360 -0.050 -1.007  -0.073
N1 0.665 -0.926 -0.919  -0.583
O1 1.881 -0.145 -1.012  -0.380
H1 -1.348 -0.494 -1.168  0.276
H2 -0.215 0.939 -1.453  0.299
H3 2.519 -0.796 -1.337  0.337
N2 -0.374 0.371 0.960  -0.371
O2 -1.253 0.459 2.117  -0.432
H4 0.262 -0.544 0.859  0.352
H5 0.323 1.095 1.149  0.252
H6 -2.099 0.092 1.811  0.322

Results
- Relative energy (zero: lowest compared OMol25 entry of this formula, charge and spin): 6.624 eV
- E: -301.50070 Ha
- Orbital gap: 9.30 eV
- HOMO energy: -8.45 eV
- SMILES string: C=NO.NO
- Net charge: 0
- LUMO energy: 0.85 eV

Record 9
CH6N2O2S | ωB97M-V/def2-TZVPD

Each line ends with the Mulliken charge.
Cartesian coordinates (Å):
N1 0.688 -1.466 0.186  -0.715
S1 1.425 -0.143 0.284  0.702
O1 2.505 0.216 -0.630  -0.539
O2 0.423 0.979 0.559  -0.400
C1 -1.016 0.997 -0.456  -0.083
N2 -1.631 -0.191 -0.061  -0.558
H1 0.830 -1.889 -0.680  0.272
H2 1.986 -0.149 1.729  0.166
H3 -1.595 1.981 -0.181  0.234
H4 -0.578 0.980 -1.538  0.264
H5 -1.055 -1.058 -0.079  0.406
H6 -1.982 -0.257 0.867  0.250

Results
- Relative energy (zero: lowest compared OMol25 entry of this formula, charge and spin): 2.565 eV
- E: -699.75605 Ha
- Orbital gap: 10.33 eV
- HOMO energy: -9.71 eV
- SMILES string: N=[S@@H](=O)OCN
- Net charge: 0
- LUMO energy: 0.62 eV

Record 10
CH6N2O3S | ωB97M-V/def2-TZVPD

Each line ends with the Mulliken charge.
Cartesian coordinates (Å):
C1 -0.928 1.396 0.233  0.112
N1 0.100 1.155 1.074  -0.421
N2 -1.705 0.566 -0.323  -0.562
O1 1.494 -1.589 -1.477  -0.457
O2 -0.618 -1.710 -0.270  -0.402
O3 1.622 -1.381 0.812  -0.671
S1 0.838 -2.222 -0.083  0.711
H1 -1.117 2.471 0.012  0.296
H2 0.800 1.991 1.196  0.268
H3 0.518 0.186 1.119  0.209
H4 2.246 -1.060 -1.163  0.342
H5 -2.503 0.939 -0.804  0.187
H6 -0.747 -0.744 -0.324  0.388

Results
- Relative energy (zero: lowest compared OMol25 entry of this formula, charge and spin): 0.000 eV
- E: -775.09959 Ha
- Orbital gap: 10.54 eV
- HOMO energy: -9.89 eV
- Net charge: 0
- LUMO energy: 0.65 eV

Record 11
CH6N2P | ωB97M-V/def2-TZVPD

Each line ends with the Mulliken charge.
Cartesian coordinates (Å):
C1 1.109 0.052 0.282  0.247
N1 2.194 -0.189 -0.380  -0.321
N2 0.092 -0.688 0.115  -0.542
P1 -3.363 -0.405 0.058  0.440
H1 1.287 0.933 0.970  0.281
H2 3.011 0.379 -0.437  0.228
H3 2.073 -1.022 -0.981  0.194
H4 0.199 -1.421 -0.512  0.134
H5 -2.794 -1.724 -0.020  0.186
H6 -2.281 0.329 0.258  0.153

Results
- Relative energy (zero: lowest compared OMol25 entry of this formula, charge and spin): 4.455 eV
- E: -492.13515 Ha
- Orbital gap (spin up / spin down): 5.30 / 3.71 eV
- HOMO energy (spin up / spin down): -13.64 / -12.78 eV
- Net charge: +1
- LUMO energy (spin up / spin down): -8.34 / -9.07 eV

Record 12
CH6N2S | ωB97M-V/def2-TZVPD

Each line ends with the Mulliken charge.
Cartesian coordinates (Å):
C1 -0.354 0.025 1.512  -0.614
N1 -0.404 -0.023 -2.707  -0.549
N2 -0.220 -1.149 0.753  -0.175
S1 0.948 -1.585 -0.287  -0.046
H1 0.460 0.788 1.250  0.258
H2 -1.336 0.392 1.363  0.292
H3 -0.277 -0.247 2.655  0.236
H4 0.285 0.588 -2.435  0.180
H5 -1.096 0.082 -2.033  0.168
H6 -0.978 -1.755 0.710  0.250

Results
- Relative energy (zero: lowest compared OMol25 entry of this formula, charge and spin): 4.654 eV
- E: -549.21617 Ha
- Orbital gap: 5.57 eV
- HOMO energy: -7.71 eV
- Net charge: 0
- LUMO energy: -2.14 eV

Record 13
CH6N3 | ωB97M-V/def2-TZVPD

Each line ends with the Mulliken charge.
Cartesian coordinates (Å):
N1 -1.118 0.236 -0.584  -0.274
N2 0.313 0.497 -0.390  -0.264
C1 0.695 0.070 0.892  -0.112
N3 0.909 -0.861 -0.217  -0.385
H1 -1.158 0.323 -1.624  0.375
H2 -1.654 1.013 -0.172  0.372
H3 -1.441 -0.797 -0.393  0.432
H4 0.059 -0.279 1.595  0.286
H5 1.517 0.571 1.316  0.299
H6 1.877 -0.773 -0.423  0.272

Results
- Relative energy (zero: lowest compared OMol25 entry of this formula, charge and spin): 4.613 eV
- E: -205.58790 Ha
- Orbital gap: 12.54 eV
- HOMO energy: -16.48 eV
- SMILES string: [NH3+]N1CN1
- Net charge: +1
- LUMO energy: -3.94 eV

Record 14
CH6N3O | ωB97M-V/def2-TZVPD

Each line ends with the Mulliken charge.
Cartesian coordinates (Å):
C1 1.519 -0.446 -0.184  0.236
N1 0.673 -1.359 -0.112  -0.429
N2 -2.148 -0.562 0.190  -0.118
N3 1.681 0.889 0.051  -0.361
O1 -2.546 0.566 -0.239  -0.109
H1 -0.430 -1.226 -0.097  0.310
H2 2.586 -0.710 -0.402  0.253
H3 0.884 1.249 0.527  0.155
H4 -1.542 -0.260 1.016  0.372
H5 2.600 1.246 0.164  0.255
H6 -3.275 0.613 -0.913  0.436

Results
- Relative energy (zero: lowest compared OMol25 entry of this formula, charge and spin): 5.696 eV
- E: -280.72405 Ha
- Orbital gap (spin up / spin down): 5.61 / 5.58 eV
- HOMO energy (spin up / spin down): -14.16 / -14.15 eV
- Net charge: +1
- LUMO energy (spin up / spin down): -8.54 / -8.56 eV

Record 15
CH6N3O | ωB97M-V/def2-TZVPD

Each line ends with the Mulliken charge.
Cartesian coordinates (Å):
C1 -1.016 0.401 0.539  -0.065
N1 -0.840 -0.407 -0.643  -0.288
N2 -0.263 0.812 -0.671  0.080
N3 1.599 -0.619 0.250  -0.235
O1 1.377 0.735 0.045  -0.146
H1 -1.896 0.992 0.645  0.264
H2 -0.565 0.031 1.417  0.153
H3 -0.589 -1.386 -0.724  0.329
H4 -0.505 1.545 -1.275  0.245
H5 1.629 -1.147 -0.619  0.331
H6 1.068 -0.959 1.036  0.331

Results
- Relative energy (zero: lowest compared OMol25 entry of this formula, charge and spin): 4.466 eV
- E: -280.59518 Ha
- Orbital gap (spin up / spin down): 9.64 / 7.08 eV
- HOMO energy (spin up / spin down): -13.39 / -15.41 eV
- Multiplicity: 3
- Net charge: +1
- LUMO energy (spin up / spin down): -3.74 / -8.34 eV

Record 16
CH6N3OS | ωB97M-V/def2-TZVPD

Each line ends with the Mulliken charge.
Cartesian coordinates (Å):
N1 1.307 0.642 0.173  -0.584
N2 0.013 0.985 -0.362  -0.164
C1 -0.857 -0.055 0.093  0.281
N3 -0.117 -1.278 -0.248  -0.200
O1 -1.674 0.168 1.162  -0.322
S1 -2.540 0.091 -0.320  0.025
H1 1.569 0.923 1.064  0.230
H2 2.066 1.038 -0.453  0.269
H3 -0.146 1.974 -0.287  0.263
H4 -0.299 -2.016 0.429  0.359
H5 -0.185 -1.570 -1.247  0.367
H6 0.864 -0.902 -0.004  0.477

Results
- Relative energy (zero: lowest compared OMol25 entry of this formula, charge and spin): 2.974 eV
- E: -679.03070 Ha
- Orbital gap: 9.44 eV
- HOMO energy: -13.70 eV
- SMILES string: NN[C@@]1([NH3+])OS1
- Net charge: +1
- LUMO energy: -4.26 eV

Record 17
CH6N3OS | ωB97M-V/def2-TZVPD

Each line ends with the Mulliken charge.
Cartesian coordinates (Å):
C1 -2.158 1.013 -0.348  0.622
N1 1.272 1.212 -0.850  -0.318
N2 -2.095 -2.143 0.009  -0.481
N3 -1.171 0.394 -0.109  -0.517
O1 -3.002 1.743 -0.713  -0.356
S1 -0.849 -1.172 0.503  0.085
H1 0.299 1.129 -0.657  0.239
H2 1.262 1.863 -1.634  0.427
H3 -1.865 -2.864 -0.764  0.289
H4 -2.727 -2.393 0.746  0.279
H5 1.823 1.590 -0.101  0.375
H6 1.688 0.463 -1.327  0.358

Results
- Relative energy (zero: lowest compared OMol25 entry of this formula, charge and spin): 0.593 eV
- E: -679.11819 Ha
- Orbital gap: 9.02 eV
- HOMO energy: -12.93 eV
- Net charge: +1
- LUMO energy: -3.90 eV

Record 18
CH6N3S | ωB97M-V/def2-TZVPD

Each line ends with the Mulliken charge.
Cartesian coordinates (Å):
C1 -1.051 0.132 -0.612  -0.137
N1 -0.342 0.185 0.691  -0.406
N2 -0.392 -0.848 -1.425  -0.372
N3 1.022 0.625 0.843  -0.219
S1 2.198 -0.343 -0.367  0.101
H1 -2.093 -0.217 -0.193  0.354
H2 -1.229 1.025 -1.292  0.325
H3 -0.414 -0.760 1.111  0.300
H4 -0.164 -1.776 -1.162  0.319
H5 1.075 1.580 0.667  0.344
H6 1.390 0.396 1.738  0.391

Results
- Relative energy (zero: lowest compared OMol25 entry of this formula, charge and spin): 6.366 eV
- E: -603.66482 Ha
- Orbital gap (spin up / spin down): 6.70 / 6.65 eV
- HOMO energy (spin up / spin down): -14.59 / -14.55 eV
- Net charge: +1
- LUMO energy (spin up / spin down): -7.89 / -7.90 eV

Record 19
CH6N3S | ωB97M-V/def2-TZVPD

Each line ends with the Mulliken charge.
Cartesian coordinates (Å):
C1 0.119 -0.405 -0.286  0.368
N1 -0.257 0.002 -1.437  -0.329
N2 0.047 -1.676 0.150  -0.393
N3 0.556 1.678 0.811  -0.355
S1 0.282 1.998 2.337  0.092
H1 -0.499 -0.810 -2.041  0.230
H2 -0.206 0.980 -1.897  0.293
H3 -0.572 -2.394 -0.217  0.259
H4 0.075 -1.619 1.162  0.279
H5 1.605 1.444 0.722  0.322
H6 -1.062 2.524 2.406  0.233

Results
- Relative energy (zero: lowest compared OMol25 entry of this formula, charge and spin): 3.446 eV
- E: -603.77214 Ha
- Orbital gap (spin up / spin down): 8.74 / 7.23 eV
- HOMO energy (spin up / spin down): -14.04 / -13.04 eV
- Net charge: +1
- LUMO energy (spin up / spin down): -5.30 / -5.82 eV

Record 20
CH6N4 | ωB97M-V/def2-TZVPD

Each line ends with the Mulliken charge.
Cartesian coordinates (Å):
C1 -0.316 -1.140 0.015  -0.675
N1 2.190 0.095 0.144  -0.495
N2 0.969 0.905 -0.214  -0.609
N3 -1.318 0.965 -0.242  -0.781
N4 -0.195 0.272 -0.174  0.887
H1 -1.313 -1.483 -0.493  0.269
H2 0.656 -1.627 -0.328  0.280
H3 -0.438 -1.534 1.056  0.287
H4 2.809 0.875 -0.076  0.300
H5 -2.007 0.730 0.465  0.237
H6 -1.037 1.942 -0.152  0.298

Results
- Relative energy (zero: lowest compared OMol25 entry of this formula, charge and spin): 0.000 eV
- E: -260.49396 Ha
- Orbital gap (spin up / spin down): 7.15 / 8.19 eV
- HOMO energy (spin up / spin down): -6.18 / -9.20 eV
- Multiplicity: 3
- Net charge: 0
- LUMO energy (spin up / spin down): 0.97 / -1.02 eV